P:
# C2H4ClN

An isolated molecule of C2H4ClN (wB97M-V/def2-TZVPD, the OMol25 dataset).

Cartesian coordinates (Å):
C 0.967 -0.925 -0.072
C -0.700 0.931 0.095
N 0.792 0.288 -0.051
Cl -1.937 -0.345 0.234
H 2.029 -1.073 -0.130
H 0.228 -1.822 -0.031
H -0.751 1.219 -0.909
H -0.629 1.727 0.864

spin multiplicity = 3
<S²> = 2.0054
gap between HOMO and LUMO (alpha / beta) = 6.02 / 8.50 eV
highest occupied orbital energy (alpha / beta) = -5.064 / -11.069 eV

Q:
# C2H4ClN

A cluster of 2 separate species, C2H4ClN in total (wB97M-V/def2-TZVPD, the OMol25 dataset).

Cartesian coordinates (Å):
C 0.495 -0.473 -1.609
C 0.040 0.997 0.835
N 0.027 -1.517 -1.570
Cl -1.208 0.449 2.036
H 0.971 0.434 1.093
H 0.301 2.083 0.925
H -0.347 0.564 -0.145
H -0.280 -2.536 -1.565

spin multiplicity = 3
<S²> = 2.0127
gap between HOMO and LUMO (alpha / beta) = 6.49 / 7.30 eV
highest occupied orbital energy (alpha / beta) = -5.314 / -10.740 eV

It is Q that is the least stable of them.

P:
# CH2O5P

A cluster of 2 separate species, CH2O5P in total (wB97M-V/def2-TZVPD, the OMol25 dataset).

Cartesian coordinates (Å):
C -0.427 0.611 0.026
O 1.646 -1.243 -1.199
O 0.765 -0.939 -3.657
O -0.479 -2.479 -2.038
O -0.470 0.766 -1.200
O 0.312 -0.188 0.585
P 0.565 -1.497 -2.326
H -1.135 1.337 0.547
H 0.985 -0.927 -0.467

spin multiplicity = 1
gap between HOMO and LUMO = 9.85 eV
charge = -1
highest occupied orbital energy = -5.794 eV

Q:
# CH2O5P

A cluster of 2 separate species, CH2O5P in total (wB97M-V/def2-TZVPD, the OMol25 dataset).

Cartesian coordinates (Å):
C 0.669 -0.408 1.035
O 0.336 -0.306 -2.245
O 2.588 -1.441 -1.725
O 2.328 0.079 -3.775
O 0.836 0.760 0.950
O 0.168 -1.281 0.208
P 1.772 -0.508 -2.536
H 0.998 -0.961 1.960
H 0.003 -1.013 -0.812

spin multiplicity = 1
gap between HOMO and LUMO = 9.68 eV
charge = -1
highest occupied orbital energy = -5.784 eV

It is P that is the least stable of them.

P:
# C2H8N2O2

A cluster of 2 separate species, C2H8N2O2 in total (wB97M-V/def2-TZVPD, the OMol25 dataset).

Cartesian coordinates (Å):
N -0.628 2.468 1.994
C -1.799 2.009 2.617
O -1.667 0.765 3.356
H -0.249 3.351 2.320
H -0.463 2.027 1.138
H -2.175 2.701 3.400
H -2.777 1.710 1.985
H -2.165 0.694 4.148
C 1.575 -2.146 -3.733
N 2.512 -3.060 -3.568
O 0.402 -2.495 -3.488
H 1.891 -1.159 -3.813
H 2.059 -3.914 -3.270
H 3.484 -2.952 -3.085

spin multiplicity = 1
gap between HOMO and LUMO = 10.44 eV
SMILES string = NC=O.NCO
highest occupied orbital energy = -9.565 eV

Q:
# C2H8N2O2

A cluster of 2 separate species, C2H8N2O2 in total (wB97M-V/def2-TZVPD, the OMol25 dataset).

Cartesian coordinates (Å):
N 1.262 -0.359 0.287
C 1.312 -0.137 -1.150
C -0.048 0.317 -1.683
N -1.084 -0.503 -1.274
O -0.181 1.302 -2.361
H 0.599 0.234 0.757
H 2.167 -0.238 0.717
H 1.708 -0.991 -1.703
H 1.996 0.673 -1.428
H -1.069 -0.771 -0.305
H -1.998 -0.274 -1.638
H -1.076 0.449 2.669
H -1.689 0.144 4.027
O -1.899 0.155 3.084

spin multiplicity = 1
gap between HOMO and LUMO = 10.20 eV
SMILES string = NCC(N)=O.O
highest occupied orbital energy = -9.725 eV

R:
# C2H8N2O2

A cluster of 2 separate species, C2H8N2O2 in total (wB97M-V/def2-TZVPD, the OMol25 dataset).

Cartesian coordinates (Å):
N -1.912 -2.395 -0.497
C -1.316 -1.097 0.030
N 0.153 -0.955 -0.067
H -1.502 -2.574 -1.383
H -1.969 -3.083 0.166
H -1.775 -0.220 -0.434
H -1.505 -1.159 1.200
H 0.704 -1.862 -0.177
H 0.373 -0.255 -0.764
O 1.989 2.094 -1.093
C 1.997 2.422 0.066
O 1.296 3.529 0.538
H 2.348 1.855 0.970
H 1.120 3.702 1.446

spin multiplicity = 1
gap between HOMO and LUMO = 9.40 eV
SMILES string = O=CO.NCN
highest occupied orbital energy = -8.744 eV

S:
# C2H8N2O2

A cluster of 2 separate species, C2H8N2O2 in total (wB97M-V/def2-TZVPD, the OMol25 dataset).

Cartesian coordinates (Å):
O -1.556 -0.983 -1.940
C -0.654 -1.505 -1.231
N -0.344 -1.085 0.021
C -0.976 0.135 0.607
N -0.231 1.382 0.427
H -0.042 -2.354 -1.618
H 0.513 -1.378 0.445
H -1.896 0.275 0.077
H -1.186 -0.233 1.606
H -0.681 2.102 0.961
H -0.196 1.700 -0.549
H 1.716 0.922 0.692
H 2.887 0.491 -0.229
O 2.645 0.529 0.732

spin multiplicity = 1
gap between HOMO and LUMO = 10.73 eV
SMILES string = NCNC=O.O
highest occupied orbital energy = -10.013 eV

It is P that is the least stable of them.

P:
# C2H8N2O2

A cluster of 2 separate species, C2H8N2O2 in total (wB97M-V/def2-TZVPD, the OMol25 dataset).

Cartesian coordinates (Å):
N 0.942 -0.754 -0.475
C 1.766 0.415 -0.212
N 2.604 0.425 0.983
H 1.550 -1.548 -0.689
H 0.486 -0.988 0.402
H 2.365 0.679 -1.088
H 1.041 1.236 -0.097
H 2.153 0.874 1.759
H 2.922 -0.505 1.172
O -1.981 -1.037 0.335
C -1.905 -0.204 -0.516
O -1.974 1.123 -0.298
H -1.693 -0.434 -1.560
H -2.319 1.248 0.595

spin multiplicity = 1
gap between HOMO and LUMO = 9.83 eV
SMILES string = O=CO.NCN
highest occupied orbital energy = -9.075 eV

Q:
# C2H8N2O2

A cluster of 2 separate species, C2H8N2O2 in total (wB97M-V/def2-TZVPD, the OMol25 dataset).

Cartesian coordinates (Å):
N -0.365 1.931 -1.180
C -0.916 0.793 -1.875
O -0.262 -0.471 -1.654
H -0.901 2.819 -1.078
H 0.525 2.228 -1.765
H -2.069 0.768 -1.625
H -1.013 1.018 -2.909
H 0.165 -0.400 -0.808
C 1.292 -1.023 1.964
N 0.280 -1.798 2.452
O 1.358 -0.877 0.728
H 2.014 -0.537 2.657
H -0.329 -2.145 1.684
H 0.221 -2.306 3.410

spin multiplicity = 1
gap between HOMO and LUMO = 10.04 eV
SMILES string = NC=O.NCO
highest occupied orbital energy = -9.157 eV

R:
# C2H8N2O2

A cluster of 2 separate species, C2H8N2O2 in total (wB97M-V/def2-TZVPD, the OMol25 dataset).

Cartesian coordinates (Å):
N 1.621 0.332 1.998
C 1.122 -1.025 1.541
C 0.491 -1.022 0.122
N -0.426 -0.039 -0.043
O 0.684 -1.970 -0.604
H 2.595 0.302 1.735
H 1.022 1.091 1.716
H 2.040 -1.594 1.534
H 0.504 -1.476 2.320
H -1.127 0.159 -0.736
H -0.505 0.634 0.697
H -2.798 1.904 -4.088
H -2.228 1.428 -2.813
O -2.996 1.276 -3.378

spin multiplicity = 1
gap between HOMO and LUMO = 9.59 eV
SMILES string = NCC(N)=O.O
highest occupied orbital energy = -9.197 eV

It is Q that is the least stable of them.